Entry from the Open Molecules 2025 dataset: C26H29N5O2 in the gas phase (the ωB97M-V functional and the def2-TZVPD basis).

For the energy above the lowest of the compared OMol25 structures with the same formula, charge and spin, the calculation gives 62.4 kcal/mol. As for the electronic energy: -38976.7585 eV. The charge is 0. The LUMO energy comes out at 0.66 eV. The calculation puts the HOMO energy at -8.4 eV. For the frontier orbital gap, the calculation gives 9.093 eV.

Each line ends with the Mulliken charge.
Geometry (Å):
C (-2.09, -5.25, -2.25)  -0.98
O (-1.02, -4.78, -1.47)  -0.47
C (-0.50, -3.55, -1.76)  1.11
C (-0.94, -2.73, -2.78)  -0.97
C (-0.33, -1.50, -3.00)  -0.96
C (0.73, -1.08, -2.21)  -0.01
C (1.36, 0.26, -2.47)  -1.66
N (0.51, 1.36, -2.00)  0.07
C (1.01, 2.64, -2.45)  -0.95
C (0.27, 1.27, -0.56)  1.08
C (-0.78, 2.26, -0.11)  -0.76
C (-2.11, 1.87, -0.08)  -0.20
C (-3.09, 2.74, 0.36)  -0.84
C (-2.75, 4.02, 0.77)  -0.61
C (-1.43, 4.42, 0.73)  -0.92
C (-0.45, 3.55, 0.29)  0.43
C (1.49, 1.41, 0.29)  -0.36
N (2.75, 1.56, -0.06)  0.02
N (3.45, 1.61, 1.07)  -1.02
N (2.71, 1.51, 2.08)  -0.46
N (1.45, 1.37, 1.66)  1.04
C (0.34, 1.36, 2.52)  -0.01
C (0.07, 2.53, 3.23)  -0.02
C (-1.04, 2.59, 4.05)  -0.75
C (-1.87, 1.49, 4.17)  -0.66
C (-1.57, 0.33, 3.49)  -0.73
C (-0.46, 0.23, 2.66)  1.17
C (-0.15, -1.07, 1.99)  -1.62
C (1.17, -1.91, -1.18)  0.80
O (2.18, -1.47, -0.33)  -0.35
C (3.48, -1.88, -0.70)  -1.12
C (0.57, -3.14, -0.94)  1.46
C (1.01, -4.04, 0.18)  -2.10
H (-1.80, -5.36, -3.30)  0.36
H (-2.97, -4.60, -2.18)  0.36
H (-2.34, -6.23, -1.84)  0.27
H (-1.76, -3.02, -3.42)  0.44
H (-0.69, -0.86, -3.79)  0.50
H (1.47, 0.40, -3.55)  0.75
H (2.36, 0.32, -2.01)  0.41
H (2.01, 2.87, -2.05)  0.36
H (0.31, 3.42, -2.16)  0.32
H (1.07, 2.62, -3.54)  0.40
H (-0.12, 0.26, -0.39)  -0.21
H (-2.38, 0.87, -0.40)  0.45
H (-4.12, 2.42, 0.39)  0.43
H (-3.51, 4.70, 1.12)  0.43
H (-1.15, 5.42, 1.04)  0.44
H (0.58, 3.87, 0.27)  0.55
H (0.73, 3.37, 3.13)  0.52
H (-1.25, 3.50, 4.60)  0.40
H (-2.74, 1.54, 4.80)  0.43
H (-2.21, -0.54, 3.61)  0.45
H (-0.18, -1.88, 2.72)  0.69
H (0.83, -1.06, 1.52)  0.04
H (-0.90, -1.29, 1.23)  0.31
H (3.72, -1.58, -1.73)  0.34
H (3.59, -2.97, -0.61)  0.35
H (4.16, -1.38, -0.01)  0.33
H (1.65, -3.50, 0.87)  0.42
H (0.14, -4.42, 0.71)  0.40
H (1.55, -4.90, -0.22)  0.39


Entry from the Open Molecules 2025 dataset: C4H7F3N2 in the gas phase (the ωB97M-V functional and the def2-TZVPD basis).

For the energy above the lowest of the compared OMol25 structures with the same formula, charge and spin, the calculation gives 54.4 kcal/mol. As for the electronic energy: -15391.3814 eV. The charge is 0. The LUMO energy (spin up / spin down) comes out at 0.43 / 0.43 eV. The calculation puts the HOMO energy (spin up / spin down) at -8.3 / -8.3 eV. For the frontier orbital gap (spin up / spin down), the calculation gives 8.706 / 8.707 eV.

Each line ends with the Mulliken charge.
Geometry (Å):
C (0.71, -0.53, 1.03)  0.41
C (-1.08, 0.59, -0.48)  -1.14
C (-0.57, -0.71, 0.23)  -0.64
C (0.83, -0.60, 2.53)  0.63
N (3.07, 0.11, 0.43)  -1.15
N (1.76, -0.07, 0.32)  0.40
F (-0.39, -0.69, 3.02)  -0.28
F (1.53, -1.68, 2.96)  -0.24
F (1.31, 0.53, 3.18)  -0.26
H (-1.91, 0.24, -0.94)  0.42
H (-0.39, 0.79, -1.19)  0.41
H (-1.23, 1.48, 0.16)  0.28
H (-0.45, -1.68, -0.30)  0.35
H (-1.32, -1.15, 1.03)  0.30
H (3.41, -0.30, 1.31)  0.24
H (1.55, 0.22, -0.60)  0.28